{
  "formula": "C15H12N3NiO4Se3Te2",
  "method": "wB97M-V/def2-TZVPD",
  "elements": ["Ni", "Se", "Te", "Te", "Se", "O", "C", "C", "C", "C", "C", "C", "C", "O", "N", "O", "O", "H", "H", "H", "H", "C", "N", "C", "Se", "N", "C", "C", "C", "C", "C", "C", "H", "H", "H", "H", "H", "H", "H", "H"],
  "xyz": [[-0.6956, 0.7059, -1.4470], [1.4919, -1.0478, -1.0831], [3.9459, -1.3569, -1.6697], [2.4445, -4.5959, -0.2765], [0.3882, -3.3125, -0.7334], [-2.0544, 1.7601, -0.6352], [-3.2930, 1.3696, -0.7459], [-3.7524, 0.1040, -1.0606], [-5.1166, -0.0728, -1.1003], [-5.6411, -1.3458, -1.2083], [-4.8357, -2.5275, -1.1860], [-3.4688, -2.3506, -1.2241], [-2.8758, -1.0512, -1.2887], [-1.6183, -0.9725, -1.6143], [-7.0635, -1.4515, -1.3216], [-7.5892, -2.5837, -1.3691], [-7.6932, -0.3778, -1.3669], [-4.0965, 2.1317, -0.5954], [-5.8065, 0.7854, -1.0169], [-5.2626, -3.5241, -1.1519], [-2.7398, -3.1690, -1.2106], [0.8095, 1.1103, 1.5734], [2.0831, 1.3613, 0.8997], [2.2382, 1.8121, -0.3909], [1.0632, 2.1687, -1.7794], [3.5726, 2.0312, -0.5585], [4.3157, 1.6444, 0.5639], [5.6762, 1.5454, 0.8324], [6.0651, 0.8720, 1.9757], [5.0849, 0.3954, 2.8657], [3.7135, 0.5757, 2.6587], [3.3420, 1.2007, 1.4940], [0.0203, 1.1624, 0.8037], [0.6506, 1.8688, 2.3473], [0.7955, 0.1274, 2.0538], [4.0037, 2.3217, -1.4253], [6.4160, 1.8894, 0.0914], [7.1326, 0.7276, 2.1667], [5.3492, -0.1112, 3.7730], [3.0002, 0.1797, 3.3603]],
  "forces_ev_per_a": [[0.91, -0.81, -0.16], [-0.02, -1.18, -0.31], [-0.69, -0.07, 0.16], [-0.77, 0.04, -0.07], [1.47, 0.31, 0.07], [-4.24, -0.54, -0.04], [3.33, 2.88, 0.32], [1.09, -1.73, -0.30], [-1.22, -0.46, 0.14], [0.01, -0.29, 0.02], [1.10, 0.82, -0.10], [-0.49, -0.48, 0.21], [1.59, 0.42, -0.85], [-2.56, 0.09, 0.94], [-1.31, -0.11, 0.03], [0.68, 1.81, 0.05], [0.10, -1.65, -0.02], [0.64, -0.27, 0.12], [0.53, -0.63, -0.08], [-0.14, 0.29, -0.07], [-0.52, 0.16, -0.11], [0.07, 0.11, -0.37], [0.15, 0.41, -0.52], [0.93, 0.24, 0.80], [0.37, 0.84, 0.21], [0.55, 0.17, 0.66], [-1.29, -0.23, 0.40], [0.11, 0.13, -1.13], [-0.36, 0.01, 0.51], [-0.21, 0.36, -0.08], [0.81, -0.10, 0.07], [0.11, 0.21, -1.26], [0.26, -0.03, 0.47], [-0.02, 0.02, -0.20], [0.16, 0.03, -0.33], [-0.46, -0.26, 0.01], [-0.43, -0.20, 0.45], [-0.48, -0.01, 0.05], [0.40, -0.21, 0.21], [-0.16, -0.03, 0.09]],
  "lowdin_spin": [0.93, 0.02, 0.05, 0.68, 0.28, 0.03, -0.01, 0.00, 0.00, 0.00, -0.01, 0.00, -0.01, 0.02, 0.00, 0.00, 0.00, 0.00, 0.00, 0.00, 0.00, 0.00, 0.00, 0.00, 0.01, 0.00, 0.00, 0.00, 0.00, 0.00, 0.00, 0.00, 0.00, 0.00, 0.00, 0.00, 0.00, 0.00, 0.00, 0.00],
  "gap_ev": [5.18, 4.81],
  "multiplicity": 3,
  "s2": 2.02,
  "total_charge": -1,
  "lumo_ev": [1.674, 1.301]
}

=====

{
  "formula": "C15H12N4",
  "method": "wB97M-V/def2-TZVPD",
  "elements": ["C", "C", "N", "N", "N", "N", "C", "C", "C", "C", "C", "C", "C", "C", "C", "C", "C", "C", "C", "H", "H", "H", "H", "H", "H", "H", "H", "H", "H", "H", "H"],
  "xyz": [[1.7389, -0.3525, -0.7688], [0.7608, 0.5535, -0.4650], [1.0473, 1.9144, -0.2708], [2.3408, 2.4824, -0.5094], [2.0689, 3.7427, -0.1693], [0.8249, 4.0523, 0.1937], [0.2640, 2.8742, 0.2747], [-1.0326, 2.5967, 0.9183], [-1.1819, 2.4333, 2.2839], [-2.4393, 1.9998, 2.8700], [-3.4661, 1.5792, 2.0665], [-3.2920, 1.6645, 0.7152], [-2.1534, 2.1893, 0.1547], [1.5044, -1.7928, -1.0280], [2.6776, -2.5235, -1.2925], [2.5410, -3.8195, -1.6692], [1.3132, -4.4951, -1.5554], [0.1616, -3.8340, -1.2871], [0.3003, -2.4458, -0.9898], [2.7124, 0.0866, -0.9222], [-0.2482, 0.2123, -0.3512], [-0.4673, 2.5800, 3.0819], [-2.5138, 1.9439, 4.0458], [-4.3399, 1.1550, 2.4601], [-4.0838, 1.2045, 0.1029], [-2.0458, 2.2425, -0.8502], [3.5784, -1.9991, -1.3457], [3.4540, -4.4409, -1.9577], [1.3121, -5.5994, -1.6989], [-0.7840, -4.4001, -1.2461], [-0.5524, -1.8047, -0.7904]],
  "forces_ev_per_a": [[-2.29, 1.56, 0.19], [1.95, -1.89, -0.30], [1.17, 0.18, 0.52], [-4.57, 2.61, 1.57], [3.20, -0.18, -1.91], [1.28, -1.46, 0.79], [-1.31, -0.80, -0.55], [-1.33, -1.30, 0.12], [-1.85, -0.30, 1.98], [1.72, 0.39, 1.63], [1.06, 0.47, 0.66], [-0.79, -0.57, -1.43], [0.67, 0.14, 2.34], [1.55, 0.44, 0.49], [-1.86, 0.05, -0.76], [1.59, -2.40, 0.16], [1.18, -1.63, -0.81], [-0.51, 1.39, 0.91], [-1.37, -0.29, -0.43], [0.37, -0.41, 0.06], [-0.46, 0.45, 0.20], [0.72, 0.39, -0.63], [0.20, 0.10, -2.64], [-1.10, -0.43, 0.57], [0.50, 0.60, -0.06], [0.08, 0.09, -3.12], [1.44, 0.52, -0.01], [-1.32, 1.00, 0.45], [-0.08, 0.99, -0.10], [0.45, 0.73, 0.06], [-0.30, -0.45, 0.02]],
  "lowdin_charge": [0.00, -0.03, -0.04, 0.11, -0.06, 0.09, -0.30, -0.16, -0.01, -0.06, -0.11, -0.09, -0.03, -0.23, -0.05, -0.09, -0.12, -0.07, -0.03, 0.10, 0.10, 0.11, 0.14, 0.09, 0.12, 0.08, 0.09, 0.13, 0.12, 0.11, 0.10],
  "gap_ev": 8.53,
  "e_above_lowest_ev": 3.3205,
  "lumo_ev": -0.131
}

=====

{
  "formula": "C15H13B2N2O15",
  "method": "wB97M-V/def2-TZVPD",
  "elements": ["C", "C", "O", "N", "C", "O", "C", "O", "C", "C", "C", "C", "B", "O", "O", "N", "C", "C", "O", "O", "C", "H", "H", "H", "H", "H", "H", "H", "H", "H", "H", "H", "H", "H", "B", "O", "C", "O", "C", "O", "O", "O", "C", "O", "C", "O", "O"],
  "xyz": [[3.3209, -0.6855, -0.3951], [2.7122, -1.9410, -1.0142], [3.3693, -2.8033, -1.5241], [1.2302, -1.9879, -0.9738], [0.7887, -1.8673, -2.4084], [0.8324, -3.2382, -0.4395], [-0.2102, -3.0586, 0.4364], [-0.2461, -3.5969, 1.5063], [-1.3568, -2.1691, -0.0429], [-1.2663, -0.7981, 0.2175], [-2.2697, 0.0076, -0.2380], [-2.2753, 1.5043, -0.0571], [-2.0536, 2.1214, -1.5455], [-0.8168, 2.0955, -2.1761], [-3.1483, 2.6774, -2.2263], [-3.2902, -0.5372, -0.9158], [-3.4129, -1.8309, -1.1569], [-4.6304, -2.3314, -1.9397], [-5.0963, -1.5820, -2.8250], [-5.0611, -3.4422, -1.6560], [-2.4413, -2.6966, -0.7335], [4.1846, -0.3953, -0.9950], [2.5484, 0.0927, -0.3791], [3.5690, -0.9049, 0.6524], [-0.0354, -1.1432, -2.4148], [1.6288, -1.4990, -3.0037], [0.4660, -2.8654, -2.7192], [-0.4340, -0.3634, 0.7613], [-1.4147, 1.8101, 0.5473], [-3.2185, 1.8612, 0.3710], [-0.7958, 1.3297, -2.7638], [-3.5944, 1.9531, -2.6881], [-4.0184, 0.0788, -1.2718], [-2.4670, -3.7656, -0.9088], [2.2249, 2.3098, 2.6922], [2.0916, 2.0895, 4.1450], [2.7639, 0.9842, 4.4604], [2.8583, 0.5236, 5.5602], [3.3796, 0.4157, 3.1977], [4.0483, -0.5757, 3.1160], [3.0554, 1.2005, 2.1759], [0.9008, 2.3243, 2.0293], [0.7558, 3.4968, 1.4247], [-0.2111, 3.8159, 0.7911], [1.9975, 4.3292, 1.6651], [2.1924, 5.4371, 1.2575], [2.8451, 3.6203, 2.4049]],
  "forces_ev_per_a": [[-1.21, -0.44, -0.48], [0.95, 0.12, 0.61], [-0.50, -0.08, 0.15], [0.32, 0.97, -0.96], [-0.15, 0.03, 1.09], [-0.17, -0.62, 0.37], [-0.42, 0.08, 0.64], [0.09, 0.08, -0.95], [0.90, 0.18, 0.01], [0.18, -0.55, 0.13], [0.09, 1.52, 0.70], [0.42, -0.06, -0.91], [-0.19, 0.84, 0.17], [-0.49, -0.72, 0.54], [0.41, -0.97, 0.29], [-0.11, 0.49, 0.01], [-0.82, -1.19, -0.65], [-1.65, -0.03, -1.43], [1.00, 1.31, 0.47], [0.72, -0.89, 1.07], [1.25, -0.30, 0.73], [0.01, -0.02, 0.35], [0.37, 0.01, 0.02], [0.17, 0.06, -0.26], [0.07, -0.30, -0.31], [-0.31, -0.14, -0.09], [0.10, 0.29, -0.30], [-0.12, -0.09, -0.11], [-0.30, -0.06, 0.05], [0.20, -0.12, -0.02], [0.34, 0.30, -0.29], [-0.35, 0.44, -0.25], [-0.18, -0.32, -0.13], [-0.51, 0.20, -0.17], [0.16, 0.09, 0.20], [0.28, -0.35, -0.50], [-0.50, 0.47, 1.03], [0.09, -0.11, -0.09], [0.50, -0.43, -0.84], [-0.07, -0.02, 0.06], [-0.23, 0.16, 0.43], [0.33, 0.27, -0.04], [-0.92, -0.66, -0.17], [0.00, 0.20, -0.09], [1.06, 0.67, 0.23], [-0.18, -0.03, -0.07], [-0.62, -0.28, -0.21]],
  "lowdin_charge": [0.03, -0.43, 0.13, -0.10, 0.00, 0.03, -0.39, 0.19, -0.07, 0.07, -0.20, 0.02, -0.57, 0.16, 0.14, 0.20, -0.09, -0.70, -0.03, 0.02, 0.08, 0.09, 0.08, 0.08, 0.07, 0.10, 0.11, 0.15, 0.10, 0.13, 0.10, 0.10, 0.18, 0.15, -0.87, 0.23, -0.39, 0.16, -0.39, 0.15, 0.21, 0.22, -0.38, 0.15, -0.39, 0.16, 0.24],
  "gap_ev": 7.94,
  "total_charge": -1,
  "lumo_ev": 0.841
}